[1]
An isolated ion of composition C5H15N2 and charge +1 at a distorted geometry, computed with ωB97M-V/def2-TZVPD.

Results
**Largest force on an atom**: 5.12 eV/Å
**HOMO**: -14.3 eV
**Net charge**: +1
**Orbital gap**: 0.4158 hartree
**SMILES**: NCCCCC[NH3+]
**LUMO energy**: -3.0 eV

Cartesian coordinates (Å):
C  -1.20190  -1.07994  -1.20298
C  -0.83687  0.43531  -1.00829
C  0.62050  0.86495  -1.31853
C  1.62750  0.82848  0.03000
C  0.89512  1.15591  1.23034
N  0.38508  -0.16645  1.90204
N  -1.38032  -1.70037  0.11924
H  -2.06900  -1.11153  -1.91523
H  -0.12919  -1.43421  -1.58955
H  -1.46277  1.00882  -1.75978
H  -1.34214  0.77718  -0.11214
H  0.46672  1.95749  -1.50920
H  1.22235  0.40302  -2.05810
H  2.21558  -0.15038  0.06577
H  2.27916  1.67156  -0.37504
H  0.01097  1.65180  0.78065
H  1.55753  1.64162  1.94248
H  0.06587  -0.29217  2.85605
H  1.15848  -0.87958  1.84502
H  -0.24067  -0.65293  1.16363
H  -2.29249  -2.06898  0.15287
H  -1.09975  -2.68218  -0.01969

=====

[2]
A 2-piece molecular cluster, C5H15N2 overall at a distorted geometry, computed with ωB97M-V/def2-TZVPD.

Results
**Largest force on an atom**: 4.50 eV/Å
**HOMO**: -14.5 eV
**Net charge**: +1
**Orbital gap**: 0.2265 hartree
**LUMO energy**: -8.4 eV

Cartesian coordinates (Å):
C  -2.44760  -0.12436  0.56424
N  -2.71297  1.13539  -0.10967
C  2.71342  1.00415  -0.06688
C  3.16948  -0.37932  0.53019
C  -0.95222  -0.55450  0.74504
N  -0.02854  -0.14538  -0.22406
C  -0.12292  -0.91726  -1.41752
H  -2.90412  -0.10624  1.54670
H  -2.91036  -0.80096  -0.17095
H  3.17816  1.14872  -1.05401
H  3.08401  1.71666  0.67426
H  1.62485  0.96046  -0.07070
H  3.44501  -1.19031  -0.15331
H  2.22997  -0.77476  0.98393
H  3.81967  -0.27680  1.40400
H  -0.97452  -1.65607  0.78157
H  -0.65063  -0.24856  1.75852
H  -2.59780  1.93102  0.50991
H  -2.18129  1.34543  -0.94230
H  0.48485  -0.39786  -2.17109
H  -1.17899  -0.96534  -1.72446
H  0.31223  -1.90644  -1.19723

=====

[3]
A 2-piece molecular cluster, C5H15N2O overall at a distorted geometry, computed with ωB97M-V/def2-TZVPD.

Results
**Largest force on an atom**: 2.15 eV/Å
**HOMO**: -3.0 eV
**Net charge**: -1
**Orbital gap**: 0.2548 hartree
**LUMO energy**: 3.9 eV

Cartesian coordinates (Å):
C  1.23800  -0.70997  -1.05496
O  0.07439  -1.11801  -1.66774
C  1.29489  0.83527  -1.06874
C  1.30630  1.35739  -2.51498
H  2.23764  -1.13914  -1.45018
H  1.33107  -1.01805  0.07657
H  2.26774  1.14323  -0.60596
H  0.41658  1.21362  -0.53333
H  1.43375  2.46880  -2.63330
H  0.41132  0.98537  -3.00446
H  2.08789  0.83452  -3.00682
C  -0.70709  -0.06062  1.96418
C  -1.50308  -0.65395  0.80710
N  -1.07368  -2.06093  0.53058
N  -1.29778  1.13481  2.52818
H  -0.50586  -0.87384  2.74907
H  0.29535  0.26084  1.54149
H  -2.54992  -0.61478  1.17315
H  -1.31242  0.04381  -0.03885
H  -0.64856  -1.96265  -0.45618
H  -1.91104  -2.64350  0.47924
H  -2.20680  1.00176  3.00688
H  -0.67870  1.57602  3.17905

=====

[4]
C5H15N2O in the gas phase at a distorted geometry, computed with ωB97M-V/def2-TZVPD.

Results
**Largest force on an atom**: 1.45 eV/Å
**HOMO (spin up / spin down)**: -3.3 / -9.1 eV
**2S+1**: 2
**Orbital gap (spin up / spin down)**: 0.1435 / 0.3520 hartree
**<S²>**: 0.75
**LUMO energy (spin up / spin down)**: 0.7 / 0.4 eV

Cartesian coordinates (Å):
C  0.80072  2.25422  -0.51607
O  0.58553  3.38094  0.35596
C  0.36455  1.01703  0.24709
C  0.75585  -0.26829  -0.44672
C  -0.05499  -1.50002  -0.06568
C  -1.97669  -2.86774  -0.57944
N  -1.18787  -1.69103  -0.94972
N  1.04970  1.10516  1.62381
H  0.26004  2.36900  -1.46080
H  1.86479  2.24562  -0.78701
H  0.20726  4.12288  -0.12593
H  -0.68753  1.18835  0.48597
H  0.58500  -0.10100  -1.51244
H  1.79577  -0.50915  -0.34625
H  0.60140  -2.36391  -0.18088
H  -0.35761  -1.46985  0.99615
H  -2.73245  -3.00928  -1.34499
H  -2.43863  -2.78343  0.40343
H  -1.30039  -3.71959  -0.62665
H  -1.78945  -0.87796  -0.95783
H  0.91794  2.06613  1.95643
H  0.64394  0.39939  2.30607
H  2.09313  1.01254  1.52548

=====

The records above yield relative energy (zero: lowest compared OMol25 entry of this formula, charge and spin) values of 59.5; 138.7; 17.8; 40.9 kcal per mole, respectively.